Entry 1:
Formula: C39H47Cl2FN6O5ReSi
Source: OMol25
Level of theory: the ωB97M-V functional and the def2-TZVPD basis

**Net charge**: +2
**Highest occupied orbital energy (spin up / spin down)**: -0.4628 / -0.4628 hartree
**Gap between HOMO and LUMO (spin up / spin down)**: 6.59 / 2.72 eV
**Relative energy (zero: lowest compared OMol25 entry of this formula, charge and spin)**: 41.1 kJ/mol
**Multiplicity**: 2
**F_max**: 1.8 eV/A
**<S²>**: 0.77

Positions of all 102 atoms, in Å:
1 Re -0.230 1.823 0.919
2 C 2.739 1.172 -1.255
3 Si 3.099 1.466 0.552
4 C 4.364 2.836 0.580
5 C 3.676 -0.173 1.275
6 N 1.678 2.082 1.562
7 C 2.108 2.591 2.813
8 C 3.258 2.081 3.456
9 C 3.678 2.513 4.696
10 C 2.987 3.516 5.359
11 C 1.878 4.081 4.762
12 C 1.470 3.625 3.528
13 F 0.431 4.261 2.973
14 H 3.679 0.729 -1.610
15 H 2.605 2.094 -1.821
16 H 1.954 0.471 -1.539
17 H 5.362 2.416 0.425
18 H 4.391 3.416 1.500
19 H 4.176 3.522 -0.249
20 H 3.701 -0.937 0.493
21 H 3.048 -0.539 2.089
22 H 4.696 -0.092 1.656
23 H 3.810 1.282 2.989
24 H 4.548 2.062 5.153
25 H 3.318 3.863 6.328
26 H 1.326 4.886 5.228
27 C -0.956 -6.084 0.329
28 C -0.769 -5.101 -0.837
29 C -1.919 -4.087 -0.757
30 C -0.902 -5.880 -2.154
31 C 0.652 -4.453 -0.765
32 O 1.649 -5.477 -0.677
33 C 1.090 -3.587 -1.972
34 C 0.169 -2.543 -2.600
35 C 0.843 -1.618 -3.568
36 C 0.048 -0.619 -4.193
37 C 0.587 0.276 -5.068
38 C 1.966 0.199 -5.356
39 Cl 2.657 1.316 -6.414
40 C 2.775 -0.803 -4.776
41 C 2.215 -1.692 -3.899
42 C 0.970 -3.769 0.580
43 N 0.388 -2.462 0.876
44 C 0.722 -1.253 0.449
45 N 0.005 -0.340 1.092
46 C -0.794 -1.089 1.915
47 N -0.581 -2.370 1.813
48 H -1.824 -6.713 0.130
49 H -1.153 -5.563 1.268
50 H -0.094 -6.733 0.466
51 H -2.858 -4.641 -0.711
52 H -1.985 -3.431 -1.623
53 H -1.878 -3.477 0.146
54 H -1.902 -6.308 -2.220
55 H -0.207 -6.722 -2.220
56 H -0.759 -5.250 -3.034
57 H 1.515 -6.117 -1.384
58 H 1.390 -4.284 -2.759
59 H 2.026 -3.115 -1.656
60 H -0.329 -1.927 -1.841
61 H -0.646 -3.036 -3.139
62 H -1.012 -0.570 -3.975
63 H -0.022 1.034 -5.542
64 H 3.823 -0.866 -5.033
65 H 2.845 -2.462 -3.481
66 H 2.054 -3.665 0.627
67 H 0.663 -4.410 1.399
68 H 1.477 -1.062 -0.294
69 H -1.531 -0.681 2.588
70 Cl -6.704 -3.369 -0.912
71 C -5.680 -2.086 -0.385
72 C -5.983 -1.405 0.786
73 C -5.149 -0.385 1.208
74 C -4.018 -0.051 0.466
75 C -3.732 -0.739 -0.711
76 C -4.563 -1.756 -1.142
77 C -3.110 0.998 0.978
78 O -3.317 1.614 2.013
79 O -2.027 1.211 0.250
80 H -6.861 -1.678 1.354
81 H -5.365 0.157 2.118
82 H -2.859 -0.468 -1.290
83 H -4.361 -2.296 -2.057
84 C -3.663 6.003 1.674
85 C -2.419 5.391 1.135
86 C -1.368 5.940 0.418
87 C -0.479 4.900 0.163
88 N -0.963 3.765 0.695
89 N -2.131 4.098 1.302
90 C 0.844 5.003 -0.512
91 H -3.827 6.977 1.220
92 H -3.585 6.139 2.754
93 H -4.529 5.373 1.473
94 H -1.261 6.968 0.118
95 H -2.698 3.354 1.714
96 H 0.748 5.548 -1.450
97 H 1.293 4.035 -0.715
98 H 1.535 5.560 0.124
99 O -1.095 1.769 3.986
100 C -0.835 1.779 2.890
101 O -0.058 2.087 -2.187
102 C 0.062 1.953 -1.067

Cartesian forces (eV/Å) of the 6 atoms listed first:
1.7 0.3 0.5
0.3 -0.2 -0.4
-0.6 0.9 1.0
0.3 -0.2 -0.2
0.1 -0.2 -0.3
-0.5 -0.1 -1.4

Atom charges from the Mulliken analysis, given in e for atoms 1 to 4: number 1, Re, carries 3.70; number 2, C, carries -0.91; number 3, Si, carries 1.01; number 4, C, carries -1.30


Entry 2:
Formula: C39H47EuN3O7P2S2Si2
Source: OMol25
Level of theory: the ωB97M-V functional and the def2-TZVPD basis

**Net charge**: -2
**Highest occupied orbital energy (spin up / spin down)**: 0.0428 / -0.0983 hartree
**Gap between HOMO and LUMO (spin up / spin down)**: 2.99 / 6.83 eV
**Relative energy (zero: lowest compared OMol25 entry of this formula, charge and spin)**: 69.8 kJ/mol
**Multiplicity**: 8
**F_max**: 3.8 eV/A
**<S²>**: 15.77

Positions of all 103 atoms, in Å:
1 Eu 1.408 0.024 -0.139
2 C -1.243 -2.388 3.942
3 Si -0.014 -2.320 2.532
4 C -0.286 -3.811 1.449
5 C 1.668 -2.555 3.280
6 N -0.137 -0.946 1.566
7 P -1.004 0.394 1.610
8 C -0.764 1.473 0.307
9 P -1.291 0.808 -1.166
10 N -0.506 -0.504 -1.716
11 Si -0.307 -1.264 -3.220
12 C -1.637 -2.512 -3.687
13 C -0.137 -0.174 -4.739
14 C 1.210 -2.318 -3.244
15 C -1.236 2.240 -2.373
16 C -1.935 2.208 -3.581
17 C -1.891 3.277 -4.477
18 C -1.139 4.406 -4.167
19 C -0.452 4.460 -2.954
20 C -0.509 3.391 -2.064
21 C -3.115 0.494 -1.336
22 C -3.627 -0.735 -1.723
23 C -5.003 -0.934 -1.852
24 C -5.884 0.103 -1.577
25 C -5.384 1.340 -1.169
26 C -4.014 1.530 -1.050
27 C -2.738 -0.179 2.002
28 C -3.191 -1.312 1.309
29 C -4.440 -1.868 1.568
30 C -5.261 -1.315 2.546
31 C -4.827 -0.198 3.249
32 C -3.580 0.367 2.974
33 C -0.633 1.452 3.074
34 C 0.371 1.102 3.969
35 C 0.737 1.962 5.007
36 C 0.084 3.174 5.168
37 C -0.925 3.540 4.272
38 C -1.265 2.694 3.224
39 H -1.008 -3.239 4.609
40 H -2.276 -2.509 3.574
41 H -1.206 -1.458 4.536
42 H 0.016 -4.750 1.953
43 H 0.336 -3.680 0.551
44 H -1.342 -3.906 1.137
45 H 1.702 -3.498 3.855
46 H 1.955 -1.724 3.944
47 H 2.415 -2.603 2.471
48 H -2.603 -2.045 -3.945
49 H -1.803 -3.229 -2.863
50 H -1.285 -3.080 -4.568
51 H -1.110 0.013 -5.224
52 H 0.515 -0.680 -5.472
53 H 0.303 0.802 -4.493
54 H 1.189 -3.070 -2.441
55 H 2.126 -1.738 -3.105
56 H 1.288 -2.847 -4.212
57 H -2.528 1.329 -3.830
58 H -2.448 3.230 -5.413
59 H -1.095 5.243 -4.863
60 H 0.124 5.348 -2.699
61 H -0.016 3.427 -1.107
62 H -2.932 -1.545 -1.923
63 H -5.385 -1.905 -2.154
64 H -6.955 -0.049 -1.676
65 H -6.067 2.153 -0.946
66 H -3.617 2.486 -0.723
67 H -2.522 -1.773 0.587
68 H -4.772 -2.739 1.008
69 H -6.227 -1.761 2.768
70 H -5.456 0.234 4.024
71 H -3.257 1.228 3.546
72 H 0.892 0.162 3.830
73 H 1.554 1.690 5.671
74 H 0.369 3.844 5.974
75 H -1.424 4.500 4.379
76 H -1.997 3.001 2.482
77 O 4.173 1.840 2.497
78 S 3.679 0.894 1.517
79 O 3.409 1.499 0.206
80 O 2.477 0.127 1.919
81 C 4.904 -0.377 1.415
82 C 5.896 -0.329 2.405
83 C 6.783 -1.376 2.585
84 C 6.689 -2.541 1.761
85 C 5.726 -2.614 0.771
86 C 4.819 -1.561 0.560
87 S 3.629 -1.812 -0.724
88 O 4.131 -2.915 -1.518
89 O 2.329 -2.087 -0.053
90 O 3.515 -0.549 -1.462
91 H 5.938 0.554 3.039
92 H 7.541 -1.308 3.366
93 H 7.369 -3.381 1.910
94 H 5.651 -3.483 0.126
95 C 3.432 3.131 -2.456
96 C 2.716 1.854 -2.784
97 N 3.177 1.145 -3.850
98 O 1.749 1.483 -2.147
99 H 4.213 3.384 -3.183
100 H 3.859 3.008 -1.459
101 H 2.689 3.932 -2.408
102 H 4.104 1.321 -4.181
103 H 2.848 0.196 -3.905

Cartesian forces (eV/Å) of the 6 atoms listed first:
-0.3 0.3 -0.5
-0.5 0.1 0.4
0.2 -0.6 0.2
-0.2 -0.6 -0.3
0.5 0.0 0.2
0.0 1.0 -0.4

Atom charges from the Mulliken analysis, given in e for atoms 1 to 4: number 1, Eu, carries -0.28; number 2, C, carries -1.16; number 3, Si, carries 0.57; number 4, C, carries -0.96


What is the net charge in the first record? +2


Look up the F_max of the first one. 1.8 eV/A